{
  "formula": "C4H10N3O2",
  "method": "ωB97M-V/def2-TZVPD",
  "charge": -1,
  "orbital_gap_ev": [5.925, 5.787],
  "homo_ev": [-2.2, -2.1],
  "elements": ["C", "C", "C", "C", "N", "N", "N", "O", "O", "H", "H", "H", "H", "H", "H", "H", "H", "H", "H"],
  "xyz": [[-0.90600, 2.30497, 0.03719], [-0.79170, -0.86979, 1.20201], [-1.42634, -1.65195, -0.99584], [0.74905, -0.60624, -0.59310], [1.65800, -0.46607, 0.40608], [-0.45903, -1.05240, -0.22674], [2.83468, -0.11681, 0.07026], [3.14966, 0.37327, -1.02486], [3.75051, -0.20593, 0.94980], [-1.63628, 1.63615, 0.43114], [-1.25712, 2.96193, -0.76813], [-0.21647, 1.62491, -0.46294], [0.05375, -0.18943, 1.54256], [-1.70693, -0.31122, 1.41916], [-0.92920, -1.82768, 1.62652], [-0.27832, 2.83449, 0.70319], [-1.25221, -2.00034, -2.00916], [-2.38112, -1.67438, -0.60680], [1.04509, -0.76346, -1.70034]],
  "forces_ev_per_a": [[0.8, -0.4, -2.1], [1.1, 2.3, -0.4], [1.6, -0.1, -0.8], [-0.5, -1.4, -1.8], [-0.5, -0.6, 0.3], [-0.3, 0.6, -0.4], [2.8, 1.0, 1.1], [-0.6, 0.0, -1.3], [-0.8, -0.2, -0.1], [-0.8, 0.2, 0.6], [-0.3, -0.1, 0.5], [0.1, 0.0, -0.2], [-1.1, -1.6, 0.5], [-0.2, -0.1, -0.8], [0.5, -1.0, 0.8], [0.1, 0.6, 1.1], [0.4, 0.3, 0.3], [-1.7, 0.1, 0.8], [-0.5, 0.5, 1.9]]
}

{
  "formula": "C4H10N3OP3",
  "method": "ωB97M-V/def2-TZVPD",
  "charge": 0,
  "smiles": "CC(C)(C)N/P=N\\P=N\\P=O",
  "orbital_gap_ev": 8.080,
  "homo_ev": -9.4,
  "elements": ["C", "C", "C", "C", "N", "N", "N", "O", "P", "P", "P", "H", "H", "H", "H", "H", "H", "H", "H", "H", "H"],
  "xyz": [[0.70241, 0.98279, -0.12610], [0.43856, -0.96649, 1.46240], [-0.22796, -1.02691, -1.03519], [-0.15797, -0.09821, 0.26054], [-3.27434, 3.30888, 0.85891], [-3.49251, 1.23586, 2.35876], [-1.48079, 0.41352, 0.60862], [-1.98029, 4.23230, -1.08630], [-4.31771, 2.39870, 1.55359], [-2.32413, 0.22589, 2.31543], [-2.18585, 4.43760, 0.36701], [1.17391, 1.50764, 0.74066], [1.46474, 0.87076, -0.97869], [0.14223, 1.85345, -0.55396], [-0.07143, -1.87902, 1.86049], [0.55518, -0.29364, 2.29321], [1.45941, -1.45966, 1.29004], [-1.19892, -1.61572, -0.92665], [-0.43541, -0.62566, -2.08680], [0.70250, -1.74842, -1.15713], [-1.95133, 0.89978, -0.16320]],
  "forces_ev_per_a": [[2.7, 4.8, -1.1], [0.9, -0.9, -0.5], [-1.1, -2.2, -0.7], [-0.5, -4.1, -0.9], [0.0, 0.4, 0.3], [0.1, -0.8, 0.2], [-1.8, -0.6, 3.2], [0.3, 0.2, 0.2], [0.1, 0.4, -0.3], [1.8, 0.8, -3.7], [-0.5, -0.6, -0.5], [0.1, -0.6, -0.5], [-0.8, -0.7, 1.6], [-0.2, -0.8, 0.2], [-0.6, 1.0, -0.7], [0.2, 0.3, 0.5], [-1.1, 1.3, -0.4], [1.5, 0.0, 0.2], [0.7, 0.5, 1.6], [-2.0, 1.5, 0.5], [0.2, 0.0, 0.6]]
}

{
  "formula": "C30H30Cl5HgNO2Si",
  "method": "ωB97M-V/def2-TZVPD",
  "charge": -1,
  "orbital_gap_ev": [4.196, 6.103],
  "homo_ev": [-2.2, -3.7],
  "multiplicity": 2,
  "elements": ["Hg", "Cl", "C", "C", "C", "Cl", "C", "Cl", "C", "Cl", "C", "Cl", "O", "C", "C", "C", "C", "C", "C", "C", "C", "N", "H", "H", "H", "H", "H", "H", "H", "H", "H", "H", "H", "C", "C", "C", "C", "Si", "O", "C", "C", "C", "C", "C", "C", "C", "C", "C", "C", "C", "C", "H", "H", "H", "H", "H", "H", "H", "H", "H", "H", "H", "H", "H", "H", "H", "H", "H", "H", "H"],
  "xyz": [[0.63891, -0.12295, 1.46006], [0.33365, 0.30796, 3.78403], [1.48433, 2.49308, 2.81218], [0.87458, 2.43438, 1.35401], [0.31157, 3.63546, 1.04156], [-0.35178, 3.82042, -0.57389], [0.14360, 4.74043, 1.93797], [-0.52235, 6.23053, 1.34039], [0.35263, 4.61420, 3.30934], [-0.23964, 5.83596, 4.39935], [1.02403, 3.53264, 3.81987], [0.82733, 2.97613, 5.45469], [0.94908, 1.39202, 3.25777], [-1.06492, 0.54987, 3.43470], [0.12081, -1.01044, 4.48838], [1.16449, -2.09510, 4.59170], [0.70973, -3.02642, 3.48645], [0.25893, -4.29852, 3.78521], [-0.27239, -5.10474, 2.78478], [-0.34193, -4.60730, 1.50572], [0.10189, -3.31040, 1.26046], [0.61487, -2.50918, 2.18332], [1.39193, -0.30907, 3.66647], [-1.93685, -0.07449, 3.55475], [-1.47198, 1.44855, 2.95941], [-0.79167, -1.41278, 4.95116], [0.40584, 0.82339, 4.94163], [1.25411, -2.54114, 5.57736], [2.08093, -1.57028, 4.28710], [0.32640, -4.64807, 4.80726], [-0.62390, -6.10399, 3.00997], [-0.73624, -5.20252, 0.69402], [0.07006, -2.88159, 0.26329], [0.11602, -1.20887, -4.61387], [0.21517, -1.70390, -3.16600], [1.56521, -2.40857, -2.98798], [-0.91516, -2.70544, -2.91183], [0.15612, -0.25472, -1.90789], [0.78195, -0.76454, -0.51663], [-1.64971, 0.31522, -1.70839], [-2.22807, 0.34977, -0.43919], [-3.52705, 0.79076, -0.22972], [-4.29529, 1.20298, -1.30719], [-3.75560, 1.16538, -2.58442], [-2.45325, 0.72782, -2.77640], [1.19347, 1.15995, -2.60760], [0.71302, 2.11970, -3.49971], [1.53334, 3.12537, -3.98782], [2.86373, 3.18793, -3.59677], [3.36256, 2.24388, -2.71154], [2.53248, 1.24455, -2.22314], [0.25701, -2.04185, -5.31229], [0.87709, -0.45462, -4.81948], [-0.86271, -0.76724, -4.81303], [1.64219, -3.28339, -3.64358], [1.69534, -2.72732, -1.95255], [2.38314, -1.72296, -3.22413], [-0.83804, -3.55721, -3.59723], [-1.89075, -2.23560, -3.05257], [-0.87595, -3.08624, -1.88777], [-1.66056, -0.00100, 0.41525], [-3.93301, 0.81226, 0.77435], [-5.31002, 1.54891, -1.15390], [-4.34992, 1.48165, -3.43338], [-2.05491, 0.70314, -3.78382], [-0.32548, 2.09256, -3.80703], [1.13342, 3.86462, -4.67156], [3.50484, 3.97505, -3.97455], [4.39923, 2.28979, -2.40040], [2.91408, 0.51616, -1.51671]],
  "forces_ev_per_a": [[0.1, -0.7, -3.6], [-0.6, -7.8, 10.9], [-4.0, 5.0, -2.0], [2.5, 1.3, 1.9], [0.1, 1.2, 0.0], [-0.2, -0.1, -0.1], [-0.4, -0.6, -0.7], [0.2, -0.1, 0.1], [0.5, 0.7, 0.3], [0.0, 0.1, 0.0], [0.7, -1.8, -2.5], [0.4, 1.0, 0.1], [7.1, 8.7, -3.0], [-10.2, 3.6, -3.8], [-2.9, -9.9, 4.8], [-0.5, 1.3, -2.6], [0.2, 0.2, -1.1], [0.0, -0.1, -0.1], [0.0, 0.1, 0.1], [-0.2, -0.2, -0.2], [0.4, 0.3, 0.0], [0.3, -2.2, 2.1], [3.8, -0.3, -0.6], [0.9, -1.0, 0.5], [1.1, 0.4, 0.0], [-0.2, 0.8, -0.2], [0.5, 1.6, 0.9], [0.1, -0.1, 0.0], [0.7, -0.8, 0.3], [0.0, -0.1, 0.0], [0.0, 0.0, 0.0], [0.0, 0.0, 0.0], [0.0, 0.0, 0.0], [0.0, 0.0, 0.2], [0.0, 0.0, -0.2], [-0.1, 0.2, 0.2], [0.1, 0.2, 0.2], [0.1, -0.2, 0.3], [-0.2, -0.5, -1.5], [0.1, 0.0, -0.1], [0.0, -0.1, 0.0], [0.0, 0.0, -0.1], [0.0, 0.0, 0.0], [0.0, 0.0, -0.1], [0.1, 0.0, 0.0], [-0.1, 0.0, 0.0], [0.1, 0.0, 0.0], [0.0, 0.0, -0.1], [0.0, 0.0, 0.0], [0.0, 0.0, 0.0], [-0.1, -0.1, 0.0], [0.0, 0.0, 0.0], [0.0, 0.0, -0.1], [0.0, 0.0, -0.1], [0.0, 0.0, -0.1], [0.0, -0.1, 0.0], [0.1, -0.1, 0.0], [0.0, 0.0, 0.0], [0.0, -0.1, 0.0], [0.0, -0.1, 0.0], [-0.1, 0.1, 0.0], [0.0, 0.0, 0.0], [0.0, 0.0, 0.0], [0.0, 0.0, 0.0], [0.0, 0.0, 0.0], [0.0, 0.1, 0.0], [0.0, 0.0, 0.0], [0.0, 0.0, 0.0], [0.0, 0.0, 0.0], [0.0, 0.0, 0.0]]
}

{
  "formula": "C6H41N2O13",
  "method": "ωB97M-V/def2-TZVPD",
  "charge": 2,
  "orbital_gap_ev": [10.293, 6.878],
  "homo_ev": [-16.1, -16.1],
  "multiplicity": 2,
  "elements": ["C", "C", "C", "C", "N", "C", "C", "N", "H", "H", "H", "H", "H", "H", "H", "H", "H", "H", "H", "H", "H", "H", "H", "H", "H", "O", "H", "H", "O", "H", "H", "O", "H", "H", "O", "H", "H", "O", "H", "H", "O", "H", "H", "O", "H", "H", "O", "H", "H", "O", "H", "H", "O", "H", "H", "O", "H", "H", "O", "H", "H", "O"],
  "xyz": [[0.60736, -0.13840, -3.53921], [1.65023, -1.00426, -2.85779], [2.09849, -0.59639, -1.47911], [1.68033, 0.49647, -0.75327], [2.10330, 0.61608, 0.50524], [1.94771, 1.81393, 1.27905], [2.39320, 3.15887, 0.66821], [-0.75135, -0.29989, -2.87436], [0.33190, -0.43705, -4.55001], [0.83106, 0.92811, -3.51160], [1.24014, -2.01991, -2.80699], [2.57467, -1.02223, -3.44663], [2.84526, -1.30345, -1.13358], [0.85361, 1.12191, -1.06345], [2.84515, -0.01574, 0.79979], [2.44468, 1.76611, 2.24708], [0.91911, 2.01758, 1.58255], [2.32819, 3.95307, 1.41118], [3.48002, 3.24538, 0.50930], [1.92686, 3.38445, -0.27818], [-1.37746, 0.51996, -2.89760], [-0.61485, -0.33266, -1.82904], [-1.29067, -1.14386, -3.06240], [-0.92669, 2.58505, -2.40178], [-2.16208, 2.94947, -1.62131], [-1.70432, 2.17572, -1.98854], [-1.59315, 1.89707, 3.13731], [-2.08734, 0.75484, 3.74641], [-2.45498, 1.49082, 3.22871], [-2.82079, 4.25539, 1.08820], [-3.40685, 3.17018, 0.27043], [-2.58859, 3.64224, 0.38589], [1.32593, -1.84799, 0.91153], [0.07027, -0.88583, 0.97255], [0.40094, -1.75818, 1.17503], [2.80072, -2.62197, 0.80817], [3.60211, -2.15188, 2.11063], [3.18822, -1.89388, 1.27982], [-1.60891, 0.80132, -0.24600], [-1.75342, -0.77662, -0.16300], [-1.13029, -0.03795, -0.24399], [-4.47695, -1.08419, -1.75924], [-3.38013, -0.47965, -0.93974], [-3.52519, -1.15500, -1.61283], [-2.03781, -4.25320, 1.62881], [-0.68059, -3.94438, 0.87261], [-1.45334, -4.50525, 0.91529], [0.27343, -3.19233, 3.89361], [0.07033, -2.08960, 2.83734], [-0.13055, -2.33456, 3.76092], [-0.56712, -3.81847, -1.09155], [-1.92348, -3.35373, -1.03056], [-1.04743, -2.99531, -1.24031], [1.37415, -1.30936, 3.97617], [2.15993, -0.14742, 4.68940], [2.22781, -0.83963, 4.03450], [-3.63949, -0.55121, 2.00408], [-3.03770, 0.32386, 0.99272], [-3.52529, -0.50606, 1.04485], [1.55185, 3.40969, -3.54711], [2.19378, 3.09654, -2.18574], [1.35605, 3.27336, -2.61243]],
  "forces_ev_per_a": [[-1.7, 0.0, -0.3], [-0.3, 0.5, 0.2], [-0.3, -0.7, -1.5], [-0.3, -0.9, 1.1], [0.8, 1.2, -1.0], [-0.5, 2.2, 1.5], [1.7, -0.3, -0.2], [0.6, 0.4, 1.9], [1.0, 0.0, -0.2], [0.1, -0.1, -0.1], [0.4, -0.1, 0.0], [-0.2, -0.2, -0.2], [0.1, 0.4, 0.6], [0.4, 0.4, -0.2], [-0.1, -0.5, 0.3], [0.3, -0.8, -0.2], [-0.4, -0.7, -0.4], [-1.0, 0.0, -0.1], [-0.1, -0.7, -0.3], [-0.5, 0.4, 0.1], [0.0, -0.1, -0.7], [-0.3, -0.2, -0.5], [0.1, -0.2, -0.4], [0.0, 0.1, 0.1], [-0.1, -0.1, 0.1], [0.4, 0.4, -0.1], [0.1, 1.2, -0.5], [-1.0, -0.4, 0.3], [0.9, -0.9, 0.2], [0.2, 0.3, 0.1], [-0.7, -0.4, -0.1], [0.4, -0.1, -0.1], [-0.5, 0.7, 0.5], [-0.1, 0.4, -0.4], [0.1, -1.0, 0.1], [0.6, -1.2, 0.2], [-0.2, -0.4, 0.1], [0.2, 1.1, -0.5], [0.0, 0.1, -0.2], [-0.1, -0.2, 0.3], [0.5, 0.1, 0.3], [0.0, -0.3, -0.1], [-0.5, -0.3, -0.1], [0.2, 0.4, -0.4], [0.2, 0.3, 0.3], [-0.2, 0.6, 0.7], [-0.2, -0.9, -0.6], [0.0, -0.4, 0.2], [-0.2, -0.4, 0.0], [0.0, 0.5, -0.1], [0.4, 0.1, -0.2], [-0.3, 0.5, 0.0], [-0.1, -0.2, -0.5], [0.0, 0.2, 0.6], [-0.2, 0.0, 0.4], [0.3, -0.1, -0.9], [-0.3, -0.3, 0.0], [-0.2, 0.2, 0.4], [0.3, 0.4, 0.4], [0.1, 0.2, 0.0], [0.4, 0.1, -0.1], [-0.6, -0.4, -0.2]]
}

{
  "formula": "C6H4Br3N3O2",
  "method": "ωB97M-V/def2-TZVPD",
  "charge": 0,
  "smiles": "NN(c1c(Br)cc(Br)cc1Br)[N+](=O)[O-]",
  "orbital_gap_ev": 9.618,
  "homo_ev": -9.5,
  "elements": ["C", "C", "C", "C", "C", "C", "N", "N", "N", "O", "O", "Br", "Br", "Br", "H", "H", "H", "H"],
  "xyz": [[1.66418, 1.72642, -1.05848], [2.33700, 0.09395, 0.73970], [0.00147, 0.54475, 0.25257], [2.63606, 1.09602, -0.22225], [0.31148, 1.44427, -0.76063], [0.99389, -0.16572, 0.93375], [-2.04679, -0.59182, -0.49341], [-1.48659, 0.27537, 0.48491], [-1.82787, 0.35896, 1.75830], [-1.07710, 1.11972, 2.37154], [-2.81994, -0.28389, 2.08287], [4.41479, 1.45026, -0.61553], [-0.99789, 2.24438, -1.85198], [0.60818, -1.43577, 2.28097], [2.00957, 2.55389, -1.64314], [3.13643, -0.22383, 1.37104], [-2.48987, 0.17966, -1.23781], [-2.92155, -0.93041, -0.03051]],
  "forces_ev_per_a": [[0.2, -1.0, 2.8], [-0.5, 2.4, -1.5], [-2.5, -0.6, -0.4], [-1.6, -0.6, -0.8], [1.5, -0.1, -0.2], [0.2, 0.0, 0.5], [-2.9, 2.4, -1.0], [4.3, 0.4, -2.6], [-0.3, 0.2, 0.0], [-1.5, -0.7, 1.2], [0.5, 0.7, 0.8], [0.8, 0.3, 0.1], [-0.1, 0.1, 0.2], [-0.2, -0.1, -0.2], [-0.3, 0.0, -0.7], [0.1, -0.7, 0.2], [1.4, -2.6, 2.2], [0.8, -0.1, -0.3]]
}

{
  "formula": "C6H11NO2",
  "method": "ωB97M-V/def2-TZVPD",
  "charge": 0,
  "orbital_gap_ev": 8.864,
  "homo_ev": -8.2,
  "elements": ["C", "C", "C", "C", "C", "C", "O", "O", "N", "H", "H", "H", "H", "H", "H", "H", "H", "H", "H", "H"],
  "xyz": [[-0.77530, 1.51167, -1.09000], [1.28967, -0.60892, 1.33092], [1.65225, -0.50432, -1.16519], [-1.37384, -0.65891, 0.14519], [-0.81882, 0.68170, 0.16913], [0.65164, -0.60261, -0.04258], [-2.59117, -0.97990, 0.62902], [-1.03067, 1.49763, 1.26627], [-0.44363, -1.47702, -0.25876], [-2.64204, -1.94319, 0.69944], [-1.75024, 1.16867, 1.81770], [-1.70024, 2.09033, -1.16776], [0.05436, 2.21992, -1.05743], [-0.64704, 0.88205, -1.96580], [1.96602, -1.46618, 1.41235], [1.87434, 0.29728, 1.49277], [2.07802, 0.50062, -1.20285], [1.18809, -0.72529, -2.12412], [2.47788, -1.20303, -1.00566], [0.54070, -0.68049, 2.11735]],
  "forces_ev_per_a": [[-0.2, -0.1, 0.0], [-0.1, -0.3, -0.2], [-0.1, 0.3, 0.0], [0.8, -1.4, -0.1], [2.2, -0.3, -0.6], [-0.9, 2.2, 0.6], [0.1, 0.1, -0.3], [-0.1, 0.1, 0.2], [-1.7, -0.4, 0.5], [0.0, 0.0, 0.0], [0.1, -0.2, 0.0], [0.0, 0.0, -0.1], [0.0, 0.0, 0.1], [-0.1, 0.0, -0.1], [0.0, 0.0, 0.1], [0.0, 0.0, -0.1], [0.0, 0.0, 0.0], [0.0, 0.0, 0.0], [0.0, 0.0, 0.0], [0.0, 0.0, 0.0]]
}

Going through the records in order, we get ΔE to the lowest compared entry with this formula, charge and spin values of 363.9, 174.5, 2540.0, 0.0, 0.0, 247.8 kJ/mol.